14
Properties=species:S:1:pos:R:3:forces:R:3 method="wB97M-V/def2-TZVPD" e_homo_ev=-9.662 smiles="C=C.CC" charge=0 e_tot_ev=-4308.43466 orbital_gap_ev=10.75
C -1.3365 1.6275 1.4362 0.44 0.12 0.96
C -2.0386 2.8316 0.8007 -0.10 -0.42 0.09
H -1.8604 0.6896 1.2899 0.02 -0.13 -0.22
H -0.2776 1.5084 1.2011 -0.17 -0.04 -0.71
H -1.2570 1.7543 2.5177 -0.36 0.05 0.13
H -1.3367 3.4620 0.2638 -0.06 0.16 -0.04
H -2.5437 3.4134 1.5694 0.09 0.19 -0.04
H -2.8234 2.5059 0.1177 0.14 0.06 -0.17
C 1.6402 -3.1539 -1.5442 -0.20 -1.63 -0.21
C 2.9053 -2.7419 -1.5477 -0.84 0.92 0.56
H 1.3469 -4.1270 -1.1466 0.50 -0.34 -0.59
H 0.7839 -2.7246 -2.0506 0.13 1.18 0.70
H 3.7635 -3.3851 -1.4051 -0.15 0.02 0.67
H 3.0340 -1.6600 -1.5023 0.55 -0.15 -1.13

***

17
Properties=species:S:1:pos:R:3:forces:R:3 method="wB97M-V/def2-TZVPD" e_homo_ev="-6.812 / -8.938" spin_multiplicity=3 charge=0 e_tot_ev=-8520.56899 s_squared=2.03 orbital_gap_ev="7.44 / 6.46"
B -0.7038 -1.7603 0.1249 -1.32 -1.56 0.90
C 0.0585 0.5724 -0.1974 1.25 -0.19 -2.03
C 1.3463 -0.0792 -0.7064 -0.46 0.11 -1.26
C 2.4673 -0.1635 0.2087 2.65 -1.70 0.82
C -2.4572 0.0512 -0.0881 -0.03 -2.56 -0.83
N -1.0498 -0.3456 -0.0654 -0.41 0.29 0.21
O 0.4982 -2.1637 0.0228 1.25 -0.39 -0.36
H -1.5614 -2.5532 0.5019 -0.39 0.65 -0.28
H 0.3234 0.9235 0.8214 -0.54 0.58 -0.57
H -0.2472 1.3024 -0.9940 0.14 0.18 1.26
H 1.6197 -0.2765 -1.7878 -1.19 0.36 1.35
H 3.4446 -0.5525 -0.3368 -2.00 0.79 1.24
H 2.3529 -0.7722 1.1889 -0.14 0.62 -1.71
H 2.6545 0.8362 0.5497 0.65 0.84 0.39
H -2.8384 -0.1345 -1.1481 0.34 0.14 1.21
H -2.8849 -0.7842 0.5693 -0.19 1.62 -0.84
H -2.7193 1.0709 0.1496 0.40 0.20 0.48

***

17
Properties=species:S:1:pos:R:3:forces:R:3 method="wB97M-V/def2-TZVPD" e_homo_ev=-9.024 smiles=CCP(Br)CCO charge=0 e_tot_ev=-85687.67156 orbital_gap_ev=9.58
C -0.5625 -1.7714 0.4181 1.26 1.58 2.97
C -0.3318 1.9090 -0.3661 -1.79 1.62 -1.91
C 0.8826 -1.2023 0.4142 -1.02 0.06 1.70
C 1.0786 1.3817 -0.5903 2.69 2.70 -0.48
O -0.6483 -2.7261 -0.5594 0.89 -0.15 -0.89
P 1.3654 -0.3621 -1.1383 -0.74 0.28 0.39
Br 3.5564 -0.4114 -0.8333 0.40 0.04 0.02
H -1.1284 -0.8409 0.1994 -0.88 -0.86 0.35
H -1.5599 -2.8788 -0.4850 -2.08 -1.30 -0.85
H -0.8571 -2.3270 1.4670 0.73 1.98 -2.08
H -1.1817 1.6375 -1.1420 2.10 0.66 0.93
H -0.8043 1.6120 0.5148 -0.29 -1.24 1.82
H -0.3650 3.0447 -0.1653 0.36 -1.52 -0.98
H 1.4484 -2.0378 0.6088 1.81 -2.38 -0.57
H 1.1806 -0.7223 1.3736 -0.76 0.81 -0.69
H 1.7232 1.6520 0.3684 -1.22 -0.78 -1.87
H 1.6302 2.0341 -1.4764 -1.45 -1.51 2.13

***

17
Properties=species:S:1:pos:R:3:forces:R:3 method="wB97M-V/def2-TZVPD" e_homo_ev=-10.117 smiles="[SiH3]C(Cl)Cl.C=CC" charge=0 e_tot_ev=-37230.28616 orbital_gap_ev=10.83
C 2.1538 -0.0901 1.5114 4.09 -0.28 -2.43
C 2.8242 -0.0724 -0.9712 1.38 -0.02 -2.85
C 2.2840 0.5281 0.0389 -1.00 -0.15 3.92
C -3.6557 -0.1307 -0.0487 0.68 -1.18 0.38
Si -1.8287 0.1064 -0.7677 -0.25 -0.08 -1.10
Cl -4.3428 1.2033 0.9825 0.50 -0.61 -1.18
Cl -3.6543 -1.6231 1.0086 0.03 0.24 -0.41
H 2.7637 -1.0453 1.4898 -0.14 1.12 0.15
H 2.5263 0.5359 2.3372 -0.34 -0.05 -0.52
H 1.2399 -0.5019 1.6916 -3.02 -0.36 0.54
H 3.4396 -0.9517 -0.9832 -0.26 -0.73 0.70
H -0.5551 -0.1337 0.0277 -1.07 0.32 0.04
H 2.8728 0.3641 -1.9909 -0.34 0.17 0.84
H 1.8735 1.5161 -0.0386 -0.37 0.32 -0.35
H -4.2891 -0.4308 -0.9209 0.14 0.82 0.94
H -1.5849 -0.7370 -2.0535 -0.56 0.34 1.13
H -2.0671 1.4628 -1.3132 0.53 0.15 0.19

***

17
Properties=species:S:1:pos:R:3:forces:R:3 method="wB97M-V/def2-TZVPD" e_homo_ev=-13.803 charge=+1 e_tot_ev=-19804.46987 orbital_gap_ev=9.21
C -0.1790 0.6090 0.6764 0.87 -4.06 -0.47
C -0.1109 -2.0533 0.3713 -2.51 -1.71 0.51
C 1.4930 2.0444 -0.2819 0.97 2.02 0.28
C -1.0172 -0.8568 0.3537 0.11 2.11 1.26
N 0.9765 0.7340 0.0715 0.66 -1.09 -0.69
N -1.7008 -0.5874 -0.8381 -0.05 -0.94 0.76
Cl -0.8342 1.7454 1.7016 -0.11 0.23 -0.42
H 0.8869 -1.8560 0.3120 2.92 0.74 0.57
H -0.2327 -2.6316 -0.5431 -0.63 -0.31 0.10
H -0.3779 -2.6873 1.2863 0.78 0.78 -1.47
H 1.2087 2.1654 -1.3109 -0.38 0.48 -0.53
H 2.6004 2.1821 -0.3179 -0.78 -0.75 0.60
H 1.0645 2.8873 0.3511 0.48 -1.37 -0.84
H -1.7673 -1.0303 1.1283 0.24 0.75 0.24
H -1.1920 -0.7070 -1.6568 0.79 -0.07 -1.71
H 1.5309 -0.1090 -0.4672 -2.48 2.39 1.89
H -2.3488 0.1510 -0.8362 -0.88 0.81 -0.09

***

18
Properties=species:S:1:pos:R:3:forces:R:3 method="wB97M-V/def2-TZVPD" e_homo_ev="-7.127 / -7.120" charge=0 e_tot_ev=-21297.15980 orbital_gap_ev="7.25 / 7.24"
C 0.2370 -0.2518 0.7778 0.06 0.84 -1.80
C 2.2822 -1.1450 0.0216 1.40 2.74 -1.06
C -1.8285 -0.0959 2.1478 -0.92 -4.95 0.87
C -0.0171 0.5760 -2.3436 -1.05 0.41 -0.50
N 1.1447 -1.0450 0.8794 -1.83 1.28 -0.10
N -0.9040 0.2627 1.1040 -0.63 -0.72 2.00
N 0.3271 1.2998 -1.1282 2.77 -2.16 1.09
Cl -0.7229 2.5373 -0.7680 -0.99 0.45 -0.16
H 2.1562 -0.6328 -1.0621 -0.03 -0.99 2.71
H 2.3804 -2.1927 -0.1130 1.19 -0.80 -0.15
H 3.1109 -0.5460 0.5928 -0.94 -1.72 -1.40
H -2.9373 -0.2722 1.7966 2.34 0.27 0.06
H -1.4250 -1.1388 2.5646 -1.21 2.06 -0.72
H -1.9396 0.5113 3.0097 0.56 1.23 0.53
H -0.2293 1.3456 -3.1605 0.96 -1.06 0.44
H 0.7595 -0.2752 -2.6166 -1.65 2.02 0.58
H -1.0472 0.1933 -2.2009 0.30 -0.84 -0.34
H -1.3473 0.8694 0.4987 -0.33 1.92 -2.03

***

16
Properties=species:S:1:pos:R:3:forces:R:3 method="wB97M-V/def2-TZVPD" e_homo_ev=-9.297 smiles="C=CC.CPCl" charge=0 e_tot_ev=-26119.79217 orbital_gap_ev=10.13
C -1.7804 1.8431 -0.2120 -2.72 -1.21 -1.79
C -1.5570 -0.4789 0.7711 -1.16 1.33 -1.97
C 2.9123 -0.3462 0.1648 -0.77 0.95 -1.56
C -2.2034 0.6009 -0.1343 -0.38 -1.49 0.65
P 1.1738 -0.4169 -0.6694 3.03 3.20 -2.76
Cl 1.4221 -1.7947 -2.2112 0.14 0.04 0.01
H -2.2413 2.5399 -0.8671 -0.36 0.52 -0.47
H -0.8679 2.0542 0.1190 3.47 1.31 2.05
H 0.8023 -1.3015 0.1450 -1.42 -3.18 2.98
H -0.8160 0.0332 1.3647 0.37 -0.32 0.37
H -1.1329 -1.1625 0.0264 -0.16 -0.36 0.84
H -2.3319 -0.9494 1.3723 0.17 -0.14 0.09
H 3.7595 -0.2529 -0.5422 -0.61 -0.46 0.17
H 2.9562 -1.2240 0.7823 0.53 -0.01 0.47
H 2.9135 0.6325 0.6667 -0.07 -0.56 0.47
H -3.0088 0.2234 -0.7760 -0.07 0.36 0.46

***

18
Properties=species:S:1:pos:R:3:forces:R:3 method="wB97M-V/def2-TZVPD" e_homo_ev=-4.537 charge=-1 e_tot_ev=-62942.61286 orbital_gap_ev=8.30
C 0.9317 -1.3604 -0.4297 -0.50 0.49 -0.17
N 0.7352 0.0704 -0.2065 0.54 0.12 -0.44
C 1.8768 0.8797 -0.5761 -0.25 0.16 0.16
C 0.2762 0.3447 1.1090 -1.89 -0.56 -1.15
O 1.0265 0.5741 1.9931 2.20 0.84 2.09
C -1.2040 0.3681 1.2792 -0.45 -0.66 -1.07
Ga -2.2736 0.0944 -0.4565 -0.33 0.08 0.22
F -1.6571 -1.3652 -1.4327 -0.17 0.08 0.10
H 0.2079 -1.8935 0.1618 -0.19 -0.36 0.29
H 1.9405 -1.6887 -0.1937 0.33 -0.04 0.23
H 0.6689 -1.5837 -1.4492 0.13 -0.19 -0.46
H 2.6633 0.8916 0.1745 0.34 -0.21 0.12
H 2.2596 0.5636 -1.5322 0.19 -0.30 -0.34
H 1.5415 1.9006 -0.7068 -0.08 0.38 0.00
H -1.4516 1.3625 1.6231 -0.09 0.46 0.17
H -1.5064 -0.3021 2.0731 0.02 -0.22 0.34
H -2.2327 1.3907 -1.3999 0.15 0.01 -0.06
H -3.8026 -0.2470 -0.0304 0.03 -0.09 -0.05

***

15
Properties=species:S:1:pos:R:3:forces:R:3 method="wB97M-V/def2-TZVPD" e_homo_ev=-13.464 charge=+1 e_tot_ev=-5792.36776 orbital_gap_ev=9.54
C -0.3169 0.4134 1.8939 -0.16 0.18 0.21
C -0.8242 -0.3649 0.9407 0.22 -0.23 -0.12
C -0.9379 0.0397 -0.4650 -0.13 0.19 0.13
C -0.9257 -0.7977 -1.5026 0.27 0.15 -0.05
H -0.0727 1.4623 1.7399 -0.05 -0.03 -0.15
H -0.2040 0.0559 2.9078 0.01 -0.05 0.00
H -1.0829 -1.3917 1.1772 -0.01 -0.03 0.00
H -1.0075 1.1113 -0.6436 0.13 0.02 -0.06
H -0.8766 -0.4030 -2.5110 -0.32 -0.14 -0.03
H -0.9235 -1.8729 -1.3741 0.03 -0.03 0.00
N 2.0414 0.4715 -0.5752 -0.30 -0.53 0.38
H 2.0943 1.4136 -0.9588 -0.09 0.03 -0.01
H 2.9420 0.0008 -0.6665 -0.02 -0.03 -0.03
H 1.7421 0.4816 0.4109 0.25 0.26 0.05
H 1.2664 -0.0755 -1.0062 0.18 0.23 -0.33

***

15
Properties=species:S:1:pos:R:3:forces:R:3 method="wB97M-V/def2-TZVPD" e_homo_ev=-13.919 smiles=C[NH2+]C1CC1 charge=+1 e_tot_ev=-5790.25613 orbital_gap_ev=10.44
C -0.1758 -0.5342 -2.0230 0.74 1.17 5.04
C 0.1087 0.7631 -1.3480 1.09 0.41 -0.94
C 0.5475 -0.2593 -0.2999 -3.77 0.76 -4.57
C 0.0515 0.3833 1.9698 0.13 -3.14 3.98
N -0.4101 -0.5498 0.8586 -0.55 6.10 -2.31
H -1.1110 -0.9885 -1.9428 -1.49 -0.49 0.11
H 0.4948 -1.0277 -2.6141 1.85 -0.77 -1.54
H 0.8341 1.4112 -1.9799 -1.03 -0.91 1.90
H -0.7654 1.2754 -0.9790 -0.22 0.58 -0.40
H 1.5340 -0.4617 -0.0765 1.76 -0.61 0.40
H 1.1745 0.3284 2.1657 -1.56 -0.45 -0.57
H -0.1479 1.3892 1.7813 -0.77 1.39 -0.83
H -0.5003 0.0520 2.9947 1.30 0.86 -2.49
H -1.4591 -0.3138 0.5815 2.77 -1.13 0.73
H -0.1753 -1.4678 0.9115 -0.24 -3.78 1.50